This record from OMol25 describes a cluster of 2 separate species, C5H13NS2 in total at a distorted geometry. The level of theory is ωB97M-V/def2-TZVPD.

XYZ file:
```
21
Properties=species:S:1:pos:R:3:lowdin_charge:R:1
N -2.93689 -1.19044 -0.15041 -0.03
C -2.44703 -0.77356 1.16792 -0.39
C -1.13316 -0.05732 1.18279 -0.54
S -0.99262 1.25218 0.08328 0.51
S 0.59614 0.73699 -1.15439 0.59
C 1.22638 -0.83428 -0.51518 -0.61
C 2.24928 -0.72298 0.58979 -0.32
C 3.60460 -0.24708 0.02003 -0.12
H -2.92411 -2.18652 -0.31781 0.06
H -2.48248 -0.68146 -0.91903 -0.03
H -3.22056 -0.13566 1.63844 0.11
H -2.40637 -1.68698 1.78757 0.11
H -0.72409 0.13085 2.17474 0.05
H -0.89711 -1.00635 -1.93673 0.11
H 0.35723 -1.42645 -0.22800 0.02
H 1.69565 -1.38682 -1.33890 0.08
H 2.37198 -1.67482 1.13917 0.12
H 1.88154 -0.00411 1.33426 0.09
H 3.87926 -0.81876 -0.86887 0.07
H 3.66118 0.83143 -0.17140 0.07
H 4.39128 -0.37820 0.76635 0.07
```

Results
Energy relative to the best compared isomer or geometry (same formula, charge and spin) (kJ/mol): 633.2
DFT total energy (a.u.): -1049.1956